[1]
Density functional theory data (the ωB97M-V functional and the def2-TZVPD basis) for a cluster of 8 separate species, C76H82N4O9 in total.

```
! RIJCOSX wB97M-V def2-TZVPD def2/J DEFGRID3
* xyz 0 1
O -14.541 5.734 7.126
C -14.323 5.705 8.322
C -15.458 5.487 9.346
C -16.827 5.442 9.048
C -17.753 5.230 10.001
C -17.470 5.189 11.286
C -16.153 5.068 11.660
C -15.139 5.276 10.696
C -13.683 5.065 11.096
O -13.360 4.417 12.124
C -12.644 5.638 10.162
C -11.413 5.876 10.780
C -10.360 6.291 9.926
C -10.591 6.521 8.575
C -11.861 6.387 8.029
C -12.958 5.932 8.830
H -17.180 5.485 8.028
H -18.766 5.070 9.663
H -18.303 5.022 11.953
H -15.887 4.869 12.687
H -11.185 5.616 11.803
H -9.422 6.529 10.406
H -9.802 6.799 7.893
H -12.114 6.599 7.001
O -20.828 6.474 14.663
C -20.893 5.256 14.387
C -19.597 4.373 14.402
C -18.467 4.960 14.957
C -17.219 4.349 14.952
C -17.177 3.032 14.414
C -18.298 2.377 13.855
C -19.562 3.051 13.930
C -20.820 2.461 13.288
O -20.795 1.377 12.686
C -22.114 3.316 13.351
C -23.337 2.849 12.789
C -24.433 3.692 12.652
C -24.446 5.028 13.169
C -23.228 5.494 13.738
C -22.132 4.655 13.859
H -18.563 5.987 15.276
H -16.330 4.862 15.286
H -16.189 2.606 14.318
H -18.162 1.387 13.444
H -23.387 1.884 12.307
H -25.398 3.311 12.352
H -25.285 5.685 12.994
H -23.166 6.565 13.863
O -12.860 2.491 8.887
C -12.675 1.681 9.772
C -13.789 1.159 10.690
C -15.089 1.623 10.599
C -16.224 1.072 11.219
C -16.039 0.068 12.145
C -14.733 -0.505 12.284
C -13.584 0.055 11.603
C -12.243 -0.666 11.724
O -12.221 -1.758 12.320
C -11.048 0.100 11.138
C -9.783 -0.232 11.577
C -8.689 0.468 11.119
C -8.900 1.572 10.253
C -10.207 1.980 9.832
C -11.286 1.248 10.220
H -15.248 2.451 9.923
H -17.186 1.469 10.929
H -16.928 -0.207 12.692
H -14.649 -1.374 12.920
H -9.610 -0.935 12.379
H -7.771 0.245 11.642
H -8.129 2.220 9.863
H -10.342 2.782 9.122
O -20.725 6.823 9.961
C -21.325 7.872 10.420
C -22.780 8.233 10.072
C -23.469 7.288 9.311
C -24.805 7.547 8.879
C -25.461 8.728 9.337
C -24.739 9.572 10.212
C -23.414 9.355 10.528
C -22.746 10.318 11.451
O -23.273 11.354 11.834
C -21.358 9.976 11.923
C -20.738 10.824 12.876
C -19.450 10.500 13.334
C -18.867 9.276 12.975
C -19.467 8.483 12.003
C -20.736 8.806 11.460
H -22.929 6.453 8.889
H -25.279 6.911 8.147
H -26.440 8.972 8.953
H -25.174 10.432 10.698
H -21.227 11.714 13.246
H -18.991 11.185 14.032
H -17.876 9.173 13.391
H -18.922 7.621 11.645
C -16.026 3.642 4.931
C -15.857 4.910 4.088
N -17.173 5.534 3.779
C -17.184 6.107 2.447
C -18.589 5.766 1.769
C -17.911 6.148 4.844
C -17.213 7.378 5.552
H -15.057 3.153 5.029
H -16.799 2.970 4.557
H -16.386 3.965 5.908
H -15.184 5.686 4.450
H -15.320 4.676 3.169
H -17.013 7.182 2.391
H -16.406 5.683 1.812
H -18.678 6.280 0.812
H -18.665 4.681 1.695
H -19.434 6.134 2.351
H -18.054 5.452 5.671
H -18.875 6.523 4.499
H -16.357 7.037 6.135
H -17.924 7.691 6.317
H -16.776 8.091 4.853
C -7.725 4.644 12.699
C -8.943 3.689 12.859
N -9.886 4.081 13.979
C -9.221 4.280 15.304
C -9.632 5.684 15.972
C -11.138 3.307 13.891
C -11.148 1.892 14.498
H -8.104 5.662 12.785
H -7.283 4.502 11.713
H -6.991 4.492 13.490
H -9.584 3.795 11.983
H -8.627 2.646 12.834
H -9.444 3.451 15.975
H -8.134 4.257 15.227
H -8.982 5.679 16.848
H -9.585 6.543 15.302
H -10.653 5.653 16.351
H -11.378 3.141 12.841
H -11.893 3.886 14.423
H -10.327 1.346 14.034
H -12.092 1.375 14.323
H -10.926 1.899 15.565
C -7.366 5.348 -0.083
C -7.555 4.766 1.328
N -8.493 5.492 2.146
C -9.879 5.312 1.766
C -10.397 3.829 1.512
C -8.237 5.398 3.569
C -8.725 6.524 4.517
H -8.258 5.405 -0.706
H -6.595 4.745 -0.564
H -7.032 6.378 0.042
H -7.877 3.724 1.326
H -6.604 4.735 1.859
H -10.646 5.708 2.431
H -9.988 5.917 0.866
H -10.044 3.255 0.656
H -10.270 3.223 2.409
H -11.458 3.921 1.279
H -7.178 5.333 3.820
H -8.633 4.410 3.800
H -8.296 7.485 4.234
H -8.344 6.176 5.477
H -9.790 6.645 4.711
C -5.302 6.937 11.029
C -6.066 7.759 10.076
N -5.571 8.905 9.672
O -7.141 7.510 9.682
H -5.692 5.919 11.011
H -5.397 7.329 12.042
H -4.228 6.872 10.854
H -4.865 9.266 10.297
H -6.063 9.527 9.047
*
```

Properties
SMILES: O=C1c2ccccc2C(=O)c2ccccc21.O=C1c2ccccc2C(=O)c2ccccc21.O=C1c2ccccc2C(=O)c2ccccc21.O=C1c2ccccc2C(=O)c2ccccc21.CCN(CC)CC.CCN(CC)CC.CCN(CC)CC.CC(N)=O
Orbital gap, eV: 6.194

Results of the Löwdin charge analysis, in e, for atoms 1 through 2: 0.095, -0.250

[2]
Density functional theory data (the ωB97M-V functional and the def2-TZVPD basis) for a cluster of 10 separate species, C77H62F24O14S3 in total.

```
! RIJCOSX wB97M-V def2-TZVPD def2/J DEFGRID3
* xyz 0 1
C -2.166 -0.475 -10.215
C -3.458 -1.361 -10.287
C -4.619 -0.666 -9.571
F -5.054 0.381 -10.202
F -5.709 -1.421 -9.336
F -3.600 -1.697 -11.530
F -3.278 -2.524 -9.627
O -2.225 0.695 -11.065
C -1.161 1.592 -10.733
C -1.419 2.972 -11.426
F -2.692 3.270 -11.582
F -0.854 3.989 -10.676
F -1.189 1.823 -9.477
F -0.044 0.844 -11.056
H -1.358 -1.183 -10.400
H -2.104 -0.215 -9.158
H -4.286 -0.295 -8.601
H -1.043 2.928 -12.448
C 0.166 0.488 -1.898
C -0.267 -0.772 -2.694
C -1.573 -1.554 -2.056
F -2.118 -2.342 -3.023
F -1.466 -2.233 -0.934
F -0.822 -0.409 -3.899
F 0.732 -1.558 -2.947
O -0.180 1.816 -2.440
C -0.086 2.944 -1.545
C -0.409 4.327 -2.320
F -1.555 4.442 -2.956
F -0.127 5.407 -1.601
F -0.860 2.590 -0.584
F 1.123 3.119 -1.056
H 1.256 0.483 -1.870
H -0.138 0.503 -0.851
H -2.240 -0.708 -1.890
H 0.234 4.484 -3.186
C -6.980 5.865 1.670
C -6.952 4.514 0.955
C -7.271 4.486 -0.582
F -8.334 5.211 -0.946
F -6.238 4.916 -1.262
F -5.950 3.701 1.179
F -7.953 3.853 1.659
O -8.214 6.562 1.731
C -8.609 7.243 3.047
C -9.622 6.383 3.809
F -10.009 6.863 4.935
F -10.724 6.214 3.155
F -7.470 7.604 3.586
F -9.281 8.347 2.735
H -6.354 6.616 1.189
H -6.517 5.858 2.657
H -7.383 3.453 -0.910
H -9.322 5.427 4.236
C 5.653 12.366 -0.265
S 4.664 13.008 -1.741
O 5.678 12.925 -2.822
C 3.596 11.481 -1.956
H 4.846 12.098 0.417
H 6.283 13.218 -0.010
H 6.282 11.479 -0.345
H 4.186 10.619 -1.645
H 3.316 11.290 -2.992
H 2.629 11.374 -1.464
C 6.728 1.814 -0.805
S 7.008 2.980 -2.221
O 5.601 3.390 -2.683
C 7.533 4.522 -1.404
H 5.915 2.052 -0.119
H 7.527 1.761 -0.065
H 6.531 0.799 -1.149
H 6.770 4.809 -0.681
H 7.588 5.154 -2.291
H 8.448 4.262 -0.873
C 5.189 -2.665 -8.852
S 5.110 -1.304 -7.550
O 4.829 -2.085 -6.222
C 6.916 -0.971 -7.575
H 5.258 -2.283 -9.871
H 4.245 -3.166 -8.639
H 5.944 -3.418 -8.623
H 7.204 -0.858 -8.620
H 7.394 -1.688 -6.907
H 7.201 -0.043 -7.079
C 3.305 -13.812 -3.739
C 3.324 -12.952 -2.587
C 2.714 -11.663 -2.647
C 2.120 -11.141 -3.784
C 2.096 -12.039 -4.965
C 2.670 -13.324 -4.936
C 1.592 -11.604 -6.267
O 1.696 -12.364 -7.276
C 0.918 -10.241 -6.249
C 0.197 -9.835 -7.392
C -0.466 -8.576 -7.465
C -0.182 -7.654 -6.397
C 0.387 -8.091 -5.185
C 1.032 -9.408 -5.124
C 1.730 -9.779 -3.863
O 1.914 -9.118 -2.814
H 3.667 -14.825 -3.640
H 3.906 -13.062 -1.684
H 2.782 -11.051 -1.760
H 2.658 -14.041 -5.744
H -0.182 -10.639 -8.005
H -1.103 -8.363 -8.310
H -0.624 -6.675 -6.281
H 0.332 -7.531 -4.263
C -2.112 -12.186 3.498
C -1.812 -11.609 2.316
C -2.158 -10.295 2.034
C -3.218 -9.747 2.766
C -3.773 -10.410 3.951
C -3.204 -11.640 4.276
C -4.963 -9.802 4.722
O -5.346 -10.280 5.789
C -5.703 -8.664 3.943
C -6.887 -8.180 4.496
C -7.565 -7.140 3.906
C -7.040 -6.424 2.873
C -5.919 -6.919 2.288
C -5.192 -8.106 2.779
C -3.928 -8.492 2.193
O -3.435 -7.934 1.198
H -1.864 -13.185 3.823
H -1.112 -12.043 1.616
H -1.718 -9.824 1.167
H -3.381 -12.053 5.258
H -7.184 -8.503 5.483
H -8.408 -6.643 4.363
H -7.442 -5.477 2.544
H -5.421 -6.534 1.410
C 3.947 1.876 9.645
C 3.335 1.157 8.612
C 3.466 1.584 7.254
C 4.136 2.740 6.892
C 4.732 3.488 7.917
C 4.715 3.029 9.251
C 5.539 4.634 7.639
O 6.130 5.173 8.559
C 5.555 5.131 6.200
C 6.031 6.415 6.064
C 5.833 7.094 4.927
C 5.030 6.635 3.890
C 4.555 5.292 4.038
C 4.784 4.487 5.234
C 4.129 3.132 5.415
O 3.673 2.436 4.488
H 3.954 1.576 10.683
H 2.729 0.272 8.731
H 2.917 1.193 6.409
H 5.094 3.593 10.091
H 6.405 7.018 6.878
H 6.172 8.114 4.819
H 4.696 7.241 3.061
H 4.069 4.869 3.171
C -1.484 2.059 9.883
C -0.819 2.926 10.721
C -0.272 4.069 10.162
C -0.432 4.378 8.862
C -1.211 3.527 8.016
C -1.739 2.339 8.601
C -1.353 3.822 6.520
O -1.928 3.079 5.757
C -0.917 5.220 6.021
C -1.147 5.522 4.693
C -0.770 6.795 4.261
C -0.045 7.636 5.098
C 0.212 7.286 6.427
C -0.214 6.099 6.920
C 0.151 5.721 8.379
O 0.803 6.458 9.036
H -1.990 1.190 10.276
H -0.605 2.724 11.760
H 0.322 4.742 10.761
H -2.224 1.636 7.939
H -1.704 4.872 4.034
H -1.190 7.220 3.361
H 0.162 8.625 4.715
H 0.770 8.036 6.968
*
```

Properties
Orbital gap, eV: 7.650

Results of the Löwdin charge analysis, in e, for atoms 1 through 2: -0.051, -0.497

Number 1: LUMO -1.25 eV, calculated total energy -3841.30346 Eh. Number 2: LUMO -1.39 eV, calculated total energy -7615.68670 Eh.